Record 1
C18H19N3O5S | wB97M-V/def2-TZVPD

Computed properties:
HOMO energy = -8.575 eV
orbital gap = 8.889 eV
SMILES = CCc1cccc(NC(=O)CCNS(=O)(=O)c2ccc3[nH]c(=O)oc3c2)c1
ΔE to the lowest compared entry with this formula, charge and spin = 53.2 kJ/mol

Each line ends with the natural charge from an NBO analysis.
Element x y z (Å)
C1 1.739 4.067 -1.819  -0.591
H1 2.567 4.449 -2.411  0.209
H2 1.412 4.846 -1.134  0.209
H3 0.914 3.832 -2.487  0.206
C2 2.165 2.820 -1.041  -0.420
C3 1.020 2.297 -0.221  0.009
C4 0.137 1.374 -0.759  -0.282
C5 -0.951 0.909 -0.027  0.243
C6 -1.161 1.381 1.265  -0.282
C7 -0.285 2.307 1.801  -0.197
C8 0.798 2.764 1.069  -0.250
H4 1.473 3.489 1.499  0.209
H5 -0.448 2.671 2.804  0.226
H6 -1.999 1.023 1.838  0.261
N1 -1.804 -0.007 -0.650  -0.632
C9 -2.864 -0.683 -0.126  0.684
O1 -3.245 -0.603 1.018  -0.602
C10 -3.538 -1.582 -1.155  -0.502
H7 -3.647 -1.054 -2.104  0.210
H8 -4.525 -1.846 -0.777  0.245
C11 -2.735 -2.873 -1.365  -0.225
N2 -1.407 -2.601 -1.881  -0.894
S1 -0.116 -3.460 -1.220  2.318
O2 0.800 -3.680 -2.299  -0.941
O3 -0.610 -4.573 -0.469  -0.927
C12 0.598 -2.270 -0.093  -0.346
C13 1.734 -1.592 -0.498  -0.183
C14 2.359 -0.682 0.341  -0.235
C15 1.787 -0.483 1.583  0.126
C16 0.630 -1.176 1.979  0.326
C17 0.016 -2.091 1.153  -0.247
H9 -0.857 -2.644 1.454  0.257
O4 0.288 -0.793 3.238  -0.446
C18 1.185 0.139 3.661  0.876
O5 1.165 0.688 4.720  -0.581
N3 2.116 0.313 2.652  -0.606
H10 2.872 0.973 2.706  0.433
H11 3.249 -0.155 0.040  0.228
H12 2.127 -1.810 -1.477  0.248
H13 -1.337 -2.614 -2.887  0.411
H14 -2.601 -3.388 -0.412  0.232
H15 -3.291 -3.542 -2.030  0.204
H16 -1.528 -0.275 -1.585  0.410
H17 0.298 1.005 -1.763  0.204
H18 3.002 3.077 -0.389  0.205
H19 2.498 2.054 -1.744  0.205

---

Record 2
C18H19NO2 | wB97M-V/def2-TZVPD

Computed properties:
HOMO energy = -7.978 eV
orbital gap = 8.520 eV
SMILES = CCCCNC(=O)Cc1coc2ccc3ccccc3c12
ΔE to the lowest compared entry with this formula, charge and spin = 23.4 kJ/mol

Each line ends with the natural charge from an NBO analysis.
Element x y z (Å)
C1 1.967 -2.031 5.513  -0.608
C2 2.511 -0.864 4.697  -0.391
C3 1.715 -0.607 3.418  -0.400
H1 2.087 0.307 2.946  0.197
H2 0.664 -0.452 3.670  0.200
C4 1.821 -1.758 2.415  -0.230
N1 1.200 -1.432 1.151  -0.617
C5 -0.013 -1.909 0.788  0.684
O1 -0.625 -2.731 1.433  -0.618
C6 -0.508 -1.346 -0.539  -0.519
C7 -0.831 0.112 -0.443  -0.110
C8 -0.904 0.847 0.700  0.109
O2 -1.205 2.142 0.464  -0.401
C9 -1.340 2.261 -0.874  0.265
C10 -1.128 1.031 -1.505  -0.044
C11 -1.243 0.941 -2.920  -0.088
C12 -1.096 -0.250 -3.651  -0.192
C13 -1.218 -0.258 -5.016  -0.205
C14 -1.493 0.924 -5.710  -0.225
C15 -1.653 2.098 -5.024  -0.189
C16 -1.539 2.142 -3.621  0.017
C17 -1.727 3.365 -2.924  -0.208
C18 -1.640 3.442 -1.566  -0.228
H3 -1.790 4.363 -1.027  0.227
H4 -1.952 4.248 -3.503  0.213
H5 -1.876 3.014 -5.553  0.207
H6 -1.584 0.904 -6.786  0.214
H7 -1.104 -1.183 -5.563  0.214
H8 -0.898 -1.172 -3.130  0.208
H9 -0.772 0.564 1.726  0.210
H10 0.266 -1.504 -1.294  0.228
H11 -1.401 -1.906 -0.829  0.248
H12 1.607 -0.680 0.617  0.394
H13 2.873 -2.005 2.241  0.189
H14 1.301 -2.640 2.790  0.234
H15 3.555 -1.054 4.440  0.193
H16 2.481 0.041 5.309  0.203
H17 2.501 -2.111 6.456  0.211
H18 2.081 -2.969 4.977  0.203
H19 0.911 -1.885 5.728  0.205

---

Record 3
C18H20BN3O8P2Rh | wB97M-V/def2-TZVPD

Computed properties:
HOMO energy (alpha / beta) = -7.845 / -10.942 eV
⟨S²⟩ = 6.02
charge = +1
orbital gap (alpha / beta) = 5.130 / 6.404 eV
ΔE to the lowest compared entry with this formula, charge and spin = 0.0 kJ/mol
multiplicity = 5

Each line ends with the Löwdin spin population.
Element x y z (Å)
Rh1 -0.041 -0.896 0.308  2.474
N1 -4.565 0.155 -0.564  0.000
C1 -3.758 -0.239 0.669  0.000
C2 -4.715 -0.608 1.798  0.000
P1 -2.723 1.182 1.171  0.003
O1 -1.517 0.449 1.936  0.037
O2 -3.392 2.229 1.932  0.002
O3 -2.140 1.638 -0.251  0.006
P2 -2.843 -1.745 -0.004  0.010
O4 -2.037 -2.297 1.270  0.026
O5 -3.936 -2.622 -0.462  0.006
O6 -1.824 -1.175 -0.963  0.062
H1 -5.335 0.789 -0.346  0.000
H2 -4.932 -0.724 -0.958  0.000
H3 -3.956 0.583 -1.268  0.000
H4 -5.362 0.232 2.060  0.000
H5 -4.146 -0.867 2.692  0.000
H6 -5.318 -1.472 1.515  0.000
H7 -1.212 0.984 2.688  0.001
H8 -2.449 -3.072 1.678  0.001
C3 3.958 0.745 0.122  0.089
C4 4.766 -0.426 0.057  0.097
C5 4.179 -1.650 -0.040  0.030
C6 2.769 -1.774 -0.087  0.167
N2 2.002 -0.627 0.015  0.272
C7 2.611 0.589 0.104  0.061
C8 2.065 -2.983 -0.258  0.115
C9 2.665 -4.259 -0.392  0.049
C10 1.894 -5.345 -0.675  0.051
C11 0.499 -5.200 -0.839  0.095
C12 -0.041 -3.960 -0.649  0.034
N3 0.698 -2.878 -0.328  0.270
H9 4.394 1.731 0.181  0.005
H10 5.845 -0.339 0.077  0.004
H11 4.787 -2.543 -0.099  0.000
H12 1.958 1.453 0.162  0.005
H13 3.735 -4.361 -0.281  0.002
H14 2.353 -6.320 -0.789  0.001
H15 -0.131 -6.036 -1.105  0.006
H16 -1.105 -3.806 -0.773  0.001
O7 -0.782 3.172 -1.561  0.001
B1 -1.071 2.521 -0.400  0.006
O8 -0.155 2.743 0.612  0.005
C13 0.764 3.621 0.033  0.000
C14 1.879 4.186 0.600  0.001
C15 2.619 5.036 -0.222  0.000
C16 2.241 5.286 -1.537  0.000
C17 1.105 4.702 -2.096  0.000
C18 0.387 3.872 -1.273  0.000
H17 2.164 3.978 1.623  0.000
H18 3.504 5.515 0.177  0.000
H19 2.839 5.953 -2.143  0.000
H20 0.808 4.882 -3.120  0.000

---

Record 4
C18H20BrN2O5P | wB97M-V/def2-TZVPD

Computed properties:
HOMO energy = -8.159 eV
orbital gap = 7.097 eV

Each line ends with the natural charge from an NBO analysis.
Element x y z (Å)
C1 -1.202 -3.366 3.077  -0.092
C2 -0.822 -3.190 1.944  -0.064
C3 -0.167 -2.507 0.816  0.164
N1 -0.828 -1.603 0.140  -0.181
N2 -0.178 -1.005 -0.828  -0.151
C4 -1.031 -0.013 -1.561  -0.227
C5 -1.696 0.973 -0.553  -0.439
C6 -3.112 0.595 -0.077  -0.043
C7 -3.767 -0.637 -0.266  -0.156
C8 -5.058 -0.878 0.257  -0.227
C9 -5.755 0.107 0.986  -0.217
C10 -5.127 1.368 1.157  -0.208
C11 -3.836 1.596 0.640  -0.208
C12 1.080 -1.144 -1.246  0.587
O1 1.654 -0.447 -2.241  -0.504
C13 2.188 0.849 -1.838  -0.075
C14 2.253 1.109 -0.317  -0.456
C15 2.991 2.465 0.007  -0.622
C16 1.898 -2.144 -0.571  -0.422
P1 3.662 -2.534 -1.040  1.070
O2 4.306 -1.227 -1.876  -0.974
Br1 4.912 -2.610 0.840  -0.176
C17 1.219 -2.813 0.490  0.029
C18 1.936 -3.873 1.359  0.700
O3 2.121 -5.025 0.968  -0.667
O4 2.325 -3.403 2.451  -0.695
H1 -1.658 -3.558 4.039  0.248
H2 -0.451 0.584 -2.280  0.239
H3 -1.778 -0.597 -2.139  0.232
H4 -1.049 1.034 0.353  0.232
H5 -1.754 2.014 -0.936  0.235
H6 -3.240 -1.443 -0.802  0.203
H7 -5.568 -1.848 0.138  0.220
H8 -6.747 -0.047 1.432  0.221
H9 -5.605 2.185 1.722  0.217
H10 -3.386 2.586 0.816  0.206
H11 3.214 0.968 -2.246  0.216
H12 1.590 1.641 -2.346  0.184
H13 2.826 0.332 0.235  0.221
H14 1.237 1.228 0.122  0.203
H15 2.492 3.344 -0.466  0.253
H16 2.903 2.578 1.110  0.215
H17 4.070 2.380 -0.226  0.202
H18 4.842 -0.751 -1.217  0.494
O5 2.513 5.238 -0.099  -0.943
H19 3.133 5.402 0.621  0.477
H20 2.450 6.088 -0.548  0.477